1.
# C28H30ClN5O3

A cluster of 2 separate species, C28H30ClN5O3 in total (ωB97M-V with the def2-TZVPD basis set, the OMol25 dataset).

HOMO-LUMO gap = 8.5 eV
E_tot = -55640.9106 eV
Largest force on an atom = 2.07 eV/Å
Molar mass = 520.03 g/mol
HOMO energy = -8.5 eV

Last column: Mulliken charge in e.
Element x y z (Å)
O -3.265 6.163 0.493  -0.651
O 5.566 -4.321 0.247  -0.723
O 1.862 -6.258 -1.402  -0.686
Cl -2.061 2.929 -4.953  -0.230
N -1.951 0.755 2.479  -0.681
C -2.764 5.534 1.415  0.017
C 5.020 -3.508 -0.489  0.780
C 2.791 -5.827 -0.724  0.167
C -2.852 3.342 0.179  -0.399
C -2.604 4.077 1.315  -0.076
C -2.050 -0.389 1.778  -0.707
C -2.227 1.877 1.813  -0.907
C 1.232 0.249 1.473  -0.369
C -4.401 -0.046 -3.552  -0.678
C 1.374 -0.855 2.332  -0.808
C 1.108 0.049 0.088  -0.782
C -3.800 0.891 -4.400  -0.343
C -4.035 -0.105 -2.201  -0.495
C -2.470 1.699 -2.556  -0.576
C -2.424 -0.427 0.427  -0.390
C 1.397 -2.159 1.805  -0.444
C 1.129 -1.254 -0.440  -0.329
C -2.828 1.763 -3.904  -0.047
C -2.603 1.937 0.480  1.181
C -3.072 0.777 -1.685  0.257
C -2.702 0.759 -0.261  1.236
C 1.278 -2.363 0.417  0.987
N -2.213 3.164 2.304  -0.054
N 3.915 -6.528 -0.536  -0.079
N -2.399 6.185 2.579  -0.167
N 3.708 -3.500 -0.719  -0.060
C 5.831 -2.446 -1.194  -1.232
C 4.173 -7.861 -1.079  -0.936
C -1.591 8.451 2.099  -1.095
C -2.630 7.603 2.826  -0.477
C 1.339 -3.772 -0.151  -1.570
C 2.739 -4.414 -0.100  0.241
H -3.199 3.751 -0.768  0.635
H -1.828 -1.325 2.282  0.432
H 1.197 1.250 1.881  0.425
H -5.153 -0.726 -3.940  0.369
H 1.460 -0.701 3.398  0.389
H 0.978 0.898 -0.569  0.447
H -4.081 0.945 -5.447  0.420
H -4.515 -0.826 -1.546  0.447
H -1.706 2.377 -2.189  0.475
H -2.466 -1.383 -0.082  0.501
H 1.511 -3.004 2.468  0.436
H 1.020 -1.401 -1.505  0.513
H -2.005 3.377 3.274  0.205
H 4.663 -6.064 -0.030  0.289
H -1.969 5.627 3.307  0.208
H 3.343 -2.785 -1.326  0.294
H 6.886 -2.592 -0.966  0.332
H 5.516 -1.464 -0.847  0.323
H 5.676 -2.527 -2.269  0.337
H 4.192 -7.817 -2.170  0.297
H 3.382 -8.548 -0.771  0.292
H 5.133 -8.232 -0.718  0.348
H -1.668 8.313 1.016  0.320
H -0.581 8.172 2.415  0.291
H -1.747 9.510 2.324  0.350
H -3.635 7.888 2.496  0.278
H -2.571 7.798 3.902  0.356
H 0.647 -4.403 0.409  0.466
H 0.995 -3.750 -1.187  0.379
H 3.007 -4.527 0.951  0.270

---

2.
# C4H5NS

An isolated molecule of C4H5NS (ωB97M-V with the def2-TZVPD basis set, the OMol25 dataset).

HOMO-LUMO gap = 8.2 eV
E_tot = -16550.7940 eV
Largest force on an atom = 5.85 eV/Å
Molar mass = 99.16 g/mol
HOMO energy = -8.3 eV
Energy above the lowest of the compared OMol25 structures with the same formula, charge and spin = 3.271 eV

Last column: Mulliken charge in e.
Element x y z (Å)
C 1.209 1.923 0.333  -0.974
C 0.578 0.676 -0.243  0.143
C -0.176 -0.124 -0.679  0.184
C -0.999 -1.252 -0.671  0.016
H 0.732 2.348 1.383  0.241
H 0.879 2.669 -0.382  0.268
H 2.311 2.094 0.299  0.297
H 0.103 -1.971 0.923  0.301
H -1.608 -2.931 0.511  0.337
N -0.653 -2.269 0.110  -0.494
S -2.376 -1.165 -1.583  -0.319

---

3.
# C14H19F3N2

An isolated molecule of C14H19F3N2 (ωB97M-V with the def2-TZVPD basis set, the OMol25 dataset).

HOMO-LUMO gap = 8.9 eV
E_tot = -25959.0924 eV
Largest force on an atom = 0.40 eV/Å
Molar mass = 272.31 g/mol
HOMO energy = -8.0 eV

Last column: Mulliken charge in e.
Element x y z (Å)
C -3.111 -1.239 0.375  -0.751
N -3.288 0.175 0.135  0.193
C -2.771 1.028 1.184  -1.136
C -1.377 1.656 0.968  -0.770
N -0.431 0.742 0.350  0.652
C 0.916 0.872 0.888  -1.040
C 1.749 -0.324 0.506  0.430
C 1.170 -1.585 0.605  -0.522
C 1.872 -2.728 0.279  -0.724
C 3.185 -2.634 -0.153  -0.521
C 3.786 -1.394 -0.251  -0.777
C 3.074 -0.244 0.076  0.341
C 3.762 1.087 -0.046  0.856
F 3.194 1.884 -0.976  -0.249
F 5.051 0.984 -0.399  -0.299
F 3.752 1.792 1.103  -0.263
H 4.809 -1.312 -0.583  0.500
H 3.742 -3.521 -0.411  0.394
H 1.397 -3.694 0.362  0.425
H 0.146 -1.642 0.941  0.323
H 1.387 1.814 0.569  0.384
H 0.849 0.889 1.981  0.447
C -0.426 0.884 -1.099  -0.671
C -1.610 0.186 -1.764  -0.633
H -1.491 -0.892 -1.657  0.274
C -2.987 0.593 -1.216  -1.061
H -3.751 0.150 -1.867  0.388
H -3.102 1.678 -1.263  0.363
H -1.582 0.419 -2.831  0.423
H -0.419 1.951 -1.387  0.363
H 0.493 0.434 -1.485  0.302
H -1.480 2.571 0.364  0.390
H -1.006 1.962 1.950  0.496
H -2.759 0.441 2.104  0.388
H -3.478 1.856 1.328  0.319
H -3.559 -1.792 -0.450  0.315
H -2.063 -1.545 0.479  0.081
H -3.642 -1.506 1.290  0.369

---

4.
# C33H54AuBFO5SSi

A structure of composition C33H54AuBFO5SSi (ωB97M-V with the def2-TZVPD basis set, the OMol25 dataset).

HOMO-LUMO gap = 6.0 eV
E_tot = -71142.3124 eV
Largest force on an atom = 1.66 eV/Å
Molar mass = 817.72 g/mol
Total charge = -1
HOMO energy = -4.4 eV
Energy above the lowest of the compared OMol25 structures with the same formula, charge and spin = 0.431 eV

Last column: Mulliken charge in e.
Element x y z (Å)
Au 0.764 0.250 -0.557  0.437
F 3.068 -1.622 5.262  -0.353
C 3.035 -1.154 3.999  0.534
C 3.424 -1.984 2.971  -0.760
C 3.376 -1.496 1.673  -0.145
C 2.950 -0.196 1.405  0.735
C 2.826 0.324 0.029  -2.347
C 2.592 0.619 2.481  -0.050
C 2.620 0.145 3.781  -0.803
H 3.751 -2.992 3.187  0.414
H 3.676 -2.135 0.853  0.454
H 3.253 -0.265 -0.776  0.522
H 2.869 1.397 -0.092  0.714
H 2.254 1.630 2.279  0.407
H 2.321 0.761 4.618  0.446
C -1.433 8.791 1.085  -1.712
C -1.504 8.015 -0.238  2.120
C -2.975 7.705 -0.519  -2.017
C -0.968 8.898 -1.374  -1.662
C -0.652 6.746 -0.151  0.147
C 0.690 6.841 0.232  -0.407
C 1.525 5.727 0.321  -1.860
C 0.979 4.508 -0.005  1.040
O 1.558 3.262 -0.024  -0.762
B 0.546 2.352 -0.461  0.414
O -0.621 3.101 -0.701  -0.200
C -0.337 4.401 -0.407  0.745
C -1.174 5.491 -0.481  -0.803
H -2.056 9.688 1.030  0.462
H -0.414 9.102 1.319  0.308
H -1.793 8.170 1.909  0.388
H -3.548 8.635 -0.519  0.475
H -3.396 7.049 0.246  0.382
H -3.110 7.229 -1.492  0.364
H -1.566 9.809 -1.469  0.431
H -1.003 8.358 -2.322  0.363
H 0.070 9.185 -1.191  0.350
H 1.110 7.812 0.466  0.348
H 2.558 5.815 0.632  0.413
H -2.202 5.348 -0.788  0.567
C -3.872 2.945 1.698  -1.278
C -5.071 2.658 0.797  1.853
C -4.810 3.208 -0.607  -1.403
C -6.325 3.297 1.383  -1.964
O -5.334 1.256 0.763  -0.529
Si -4.593 0.046 -0.114  -0.205
S -2.573 0.220 -0.265  0.051
O -5.428 0.088 -1.556  -0.524
C -5.119 -0.473 -2.829  1.874
C -4.215 0.496 -3.588  -1.417
C -4.437 -1.835 -2.692  -1.391
C -6.450 -0.632 -3.552  -1.887
O -5.113 -1.366 0.582  0.237
C -5.245 -1.815 1.922  1.971
C -4.650 -3.216 1.977  -1.544
C -4.514 -0.910 2.917  -1.324
C -6.734 -1.842 2.251  -1.867
H -3.666 4.021 1.724  0.362
H -2.994 2.424 1.314  0.046
H -4.070 2.594 2.715  0.329
H -4.826 4.302 -0.590  0.434
H -5.575 2.844 -1.297  0.297
H -3.834 2.870 -0.965  0.222
H -6.212 4.382 1.450  0.373
H -6.511 2.896 2.382  0.396
H -7.189 3.064 0.756  0.397
H -3.310 0.672 -3.003  0.123
H -4.728 1.450 -3.734  0.309
H -3.937 0.085 -4.564  0.443
H -3.440 -1.712 -2.263  0.126
H -4.349 -2.316 -3.670  0.503
H -5.018 -2.474 -2.023  0.265
H -6.964 0.331 -3.594  0.363
H -7.087 -1.333 -3.007  0.377
H -6.298 -1.002 -4.569  0.400
H -3.575 -3.168 1.792  0.098
H -5.104 -3.847 1.209  0.338
H -4.819 -3.671 2.958  0.434
H -3.451 -0.863 2.669  0.070
H -4.634 -1.294 3.934  0.552
H -4.914 0.102 2.861  0.171
H -7.257 -2.532 1.584  0.339
H -7.148 -0.841 2.102  0.303
H -6.905 -2.145 3.288  0.401
C -0.562 -3.951 -0.246  -1.828
C -0.333 -2.494 0.169  2.747
C -0.258 -2.360 1.695  -0.664
C 0.903 -1.902 -0.502  -0.876
H -1.498 -4.328 0.178  0.357
H 0.260 -4.588 0.099  0.404
H -0.630 -4.036 -1.334  0.406
H -1.212 -1.939 -0.159  -1.517
H 0.195 -3.248 2.150  0.347
H -1.252 -2.218 2.126  -0.019
H 0.348 -1.494 1.980  -0.046
H 1.020 -2.235 -1.541  0.577
H 1.801 -2.125 0.066  -0.109

---

5.
# C6H9N

A cluster of 2 separate species, C6H9N in total (ωB97M-V with the def2-TZVPD basis set, the OMol25 dataset).

HOMO-LUMO gap = 10.8 eV
E_tot = -7856.1818 eV
Largest force on an atom = 1.10 eV/Å
Molar mass = 95.14 g/mol
HOMO energy = -10.2 eV
Energy above the lowest of the compared OMol25 structures with the same formula, charge and spin = 1.978 eV

Last column: Mulliken charge in e.
Element x y z (Å)
C -0.878 -0.508 1.341  -1.085
C -1.240 0.798 0.683  0.733
C 2.121 -0.738 -0.631  -0.586
C 1.754 -1.131 -1.846  -0.440
C -1.076 1.068 -0.613  -0.835
C -1.810 1.809 1.545  0.100
N -2.261 2.603 2.258  -0.435
H -1.775 -1.011 1.719  0.340
H -0.210 -0.341 2.193  0.312
H -0.377 -1.164 0.625  0.303
H 2.409 -1.452 0.137  0.268
H 2.150 0.314 -0.354  0.261
H 1.477 -0.415 -2.618  0.281
H 1.723 -2.181 -2.125  0.228
H -1.363 2.025 -1.037  0.296
H -0.643 0.325 -1.277  0.260

---

6.
# C7H11Cl4IO3S

A cluster of 2 separate species, C7H11Cl4IO3S in total (ωB97M-V with the def2-TZVPD basis set, the OMol25 dataset).

HOMO-LUMO gap = 8.8 eV
E_tot = -82600.5325 eV
Largest force on an atom = 3.87 eV/Å
Molar mass = 443.94 g/mol
HOMO energy = -8.7 eV

Last column: Mulliken charge in e.
Element x y z (Å)
C -1.678 0.830 -1.795  -0.538
C -3.073 0.738 -1.670  -0.238
C -3.630 0.172 -0.291  -0.477
O -2.546 -0.369 0.497  -0.261
S -2.508 -2.042 0.384  0.568
O -2.276 -2.312 -1.081  -0.510
O -1.176 -2.634 1.209  -0.333
C -0.179 -1.632 1.513  -0.535
C 0.788 -1.303 0.276  0.301
C 2.328 -1.221 0.749  -0.507
I 3.567 -2.454 -0.594  0.020
H -1.087 -0.085 -1.547  0.199
H -1.176 1.767 -2.158  0.260
H -3.787 1.049 -2.473  0.344
H -4.464 -0.572 -0.473  0.341
H -4.077 1.035 0.272  0.316
H -0.577 -0.697 1.993  0.274
H 0.505 -2.104 2.288  0.399
H 0.764 -2.119 -0.503  0.368
H 0.571 -0.284 -0.166  -0.356
H 2.721 -0.154 0.630  -0.029
H 2.476 -1.541 1.813  0.416
C 3.703 3.187 0.225  0.333
Cl 5.169 2.988 -0.753  -0.088
Cl 2.378 2.255 -0.500  -0.061
Cl 4.006 2.598 1.872  -0.104
Cl 3.257 4.903 0.283  -0.103